A 5-piece molecular cluster, C7H14BrCl8O3S overall at a distorted geometry. Source: OMol25; level of theory: ωB97M-V with the def2-TZVPD basis set.

The spin multiplicity is 1. For the HOMO energy, the calculation gives -4.75 eV. As for the charge: -1. The lowest unoccupied orbital energy is 1.7 eV. Its max |F| is 0.077 Eh/bohr.

Atoms and positions in Å:
C  -2.812  0.621  2.193
C  -4.146  0.064  1.572
Br  -3.715  -0.534  -0.295
C  -5.301  1.110  1.467
S  -6.844  0.301  2.061
O  -7.876  1.314  2.307
O  -7.181  -0.650  0.984
O  -6.545  -0.508  3.323
H  -1.983  0.219  1.591
H  -2.755  0.286  3.249
H  -2.868  1.729  2.186
H  -4.471  -0.862  2.094
H  -5.489  1.315  0.389
H  -5.098  2.081  1.961
C  0.490  -1.915  2.230
Cl  1.061  -0.260  1.974
Cl  -1.252  -1.965  2.504
H  0.724  -2.506  1.349
H  0.994  -2.329  3.098
C  4.685  1.763  2.195
Cl  3.854  0.791  3.412
Cl  4.639  0.985  0.607
H  4.198  2.730  2.125
H  5.721  1.890  2.493
C  3.808  0.513  -2.972
Cl  2.099  0.449  -3.410
Cl  4.594  1.947  -3.647
H  3.892  0.543  -1.891
H  4.303  -0.373  -3.359
C  4.634  -1.739  -6.505
Cl  6.163  -1.386  -5.690
Cl  3.393  -2.246  -5.355
H  4.294  -0.843  -7.016
H  4.795  -2.537  -7.224

***

An isolated ion of composition C7H14BrN2 and charge +1 at a distorted geometry. Source: OMol25; level of theory: ωB97M-V with the def2-TZVPD basis set.

The spin multiplicity is 1. For the HOMO energy, the calculation gives -13.22 eV. Its SMILES is CCC/C(C)=C(/Br)C(N)=[NH2+]. As for the charge: +1. The lowest unoccupied orbital energy is -3.9 eV. Its max |F| is 0.077 Eh/bohr.

Atoms and positions in Å:
C  -2.200  -1.135  -1.749
C  -0.792  -1.024  -1.405
C  -0.569  -0.887  0.102
C  0.905  -0.545  0.373
C  1.880  -1.672  0.221
C  1.261  0.713  0.660
Br  3.149  1.254  0.818
C  0.407  1.867  1.071
N  -0.312  1.865  2.175
N  0.428  2.917  0.300
H  -2.700  -1.905  -1.350
H  -2.765  -0.297  -1.526
H  -2.357  -1.277  -2.800
H  -0.262  -0.180  -1.940
H  -0.235  -2.000  -1.852
H  -1.079  -0.011  0.467
H  -0.690  -1.896  0.721
H  1.308  -2.720  0.235
H  2.741  -1.699  0.932
H  2.301  -1.732  -0.793
H  -0.366  0.956  2.568
H  -0.845  2.614  2.594
H  1.069  3.172  -0.388
H  -0.275  3.623  0.566

***

C7H14Cl2DyO as an isolated structure at a distorted geometry. Source: OMol25; level of theory: ωB97M-V with the def2-TZVPD basis set.

The spin multiplicity is 6. For the HOMO energy (alpha / beta), the calculation gives -2.95 / -3.33 eV. As for the charge: -1. The lowest unoccupied orbital energy (alpha / beta) is 3.3 / 2.9 eV. Its max |F| is 0.055 Eh/bohr.

Atoms and positions in Å:
Dy  4.174  -0.353  -1.099
Cl  2.628  -2.247  -0.940
Cl  4.682  0.253  1.195
C  0.261  1.490  1.410
H  0.641  0.619  1.944
H  -0.225  2.135  2.145
C  -0.284  0.471  -0.916
C  -0.733  1.148  0.341
H  0.155  1.119  -1.675
C  -1.869  0.307  0.976
H  -1.114  2.128  0.025
C  -1.535  -1.203  0.936
H  -2.025  0.610  2.023
H  -2.790  0.499  0.395
C  -1.541  -1.716  -0.497
H  -0.534  -1.407  1.353
H  -2.293  -1.746  1.512
C  -0.531  -0.899  -1.352
H  -1.292  -2.784  -0.542
H  -2.529  -1.583  -0.952
H  0.401  -1.508  -1.373
H  -0.906  -0.823  -2.404
O  3.076  1.241  -1.710
H  1.103  2.031  0.973
H  3.078  2.218  -1.770

***

An isolated ion of composition C7H14ClN2 and charge +1 at a distorted geometry. Source: OMol25; level of theory: ωB97M-V with the def2-TZVPD basis set.

The spin multiplicity is 1. For the HOMO energy, the calculation gives -13.88 eV. As for the charge: +1. The lowest unoccupied orbital energy is -5.7 eV. Its max |F| is 0.074 Eh/bohr.

Atoms and positions in Å:
C  0.864  -0.283  2.047
C  0.581  -0.256  -0.206
C  -0.741  0.486  -0.315
C  0.497  -1.768  -0.424
C  1.227  0.403  -1.532
C  -0.850  1.952  0.010
C  -2.028  -0.254  -0.690
N  1.490  0.015  0.911
N  -0.363  -0.509  2.152
Cl  2.046  -0.219  3.430
H  -0.180  -2.072  -1.248
H  0.164  -2.330  0.485
H  1.521  -2.033  -0.633
H  0.496  0.383  -2.480
H  2.170  -0.112  -1.821
H  1.218  1.413  -1.327
H  -1.573  2.189  0.697
H  -1.022  2.571  -0.937
H  0.073  2.308  0.471
H  -2.291  -0.116  -1.760
H  -2.872  0.326  -0.361
H  -2.084  -1.284  -0.287
H  2.503  0.051  0.818
H  -0.847  -0.862  3.003